No. 1
The following is a DFT calculation (ωB97M-V with the def2-TZVPD basis set) of 2 unconnected molecules or ions with the total composition C2HFN2O2 at a distorted geometry.

Summary:
* ΔE to the lowest compared entry with this formula, charge and spin: 178.0 kcal per mole
* energy: -11874.919 eV
* Kohn-Sham gap: 9.047 eV
* SMILES string: [O-][N+]#CF.C#[N+][O-]

```
! wB97M-V def2-TZVPD RIJCOSX def2/J DEFGRID3
* xyz 0 1
C -1.162 0.323 0.010
C 1.407 -0.137 0.312
N 1.145 -1.189 0.798
N -1.220 0.986 -0.979
O -1.184 1.738 -1.851
O 0.387 -1.984 1.342
F 2.201 0.429 -0.495
H -1.575 -0.166 0.863
*
```



No. 2
The following is a DFT calculation (ωB97M-V with the def2-TZVPD basis set) of a single C2HFN2OS molecule at a distorted geometry.

Summary:
* ΔE to the lowest compared entry with this formula, charge and spin: 47.9 kcal per mole
* energy: -20667.430 eV
* Kohn-Sham gap: 9.303 eV
* SMILES string: Fc1nc(=S)[nH]o1

```
! wB97M-V def2-TZVPD RIJCOSX def2/J DEFGRID3
* xyz 0 1
C -0.974 0.510 -0.865
C 0.391 -0.374 0.705
H 0.744 -1.691 -0.876
N -0.430 0.816 0.262
N 0.070 -1.188 -0.410
O -0.558 -0.568 -1.397
F -1.675 1.326 -1.604
S 1.551 -0.245 1.780
*
```



No. 3
The following is a DFT calculation (ωB97M-V with the def2-TZVPD basis set) of a single C2HFN2OS molecule at a distorted geometry.

Summary:
* ΔE to the lowest compared entry with this formula, charge and spin: 47.4 kcal per mole
* energy: -20667.451 eV
* Kohn-Sham gap: 9.894 eV
* SMILES string: Fc1onnc1S

```
! wB97M-V def2-TZVPD RIJCOSX def2/J DEFGRID3
* xyz 0 1
C 0.240 -0.350 -0.178
C -0.479 -0.112 0.929
H 1.438 -1.023 -2.049
N 0.241 0.949 -0.704
N -0.327 1.816 0.030
O -0.753 1.186 1.111
F -0.990 -0.783 1.949
S 0.630 -1.683 -1.087
*
```



No. 4
The following is a DFT calculation (ωB97M-V with the def2-TZVPD basis set) of a single C2HFN2S2 molecule at a distorted geometry.

Summary:
* ΔE to the lowest compared entry with this formula, charge and spin: 80.7 kcal per mole
* energy: -29454.109 eV
* Kohn-Sham gap (alpha / beta): 6.336 / 6.806 eV

```
! wB97M-V def2-TZVPD RIJCOSX def2/J DEFGRID3
* xyz 0 1
C -2.072 -0.287 0.436
C 0.304 0.484 0.087
N -0.929 -0.047 0.059
N 1.431 -0.243 0.037
F -3.089 -0.451 -0.335
S 0.387 2.190 0.000
S 1.761 -1.914 0.026
H 2.206 0.268 -0.310
*
```



No. 5
The following is a DFT calculation (ωB97M-V with the def2-TZVPD basis set) of a single C2HFN4S molecule.

Summary:
* ΔE to the lowest compared entry with this formula, charge and spin: 0.4 kcal per mole
* energy: -21600.598 eV
* Kohn-Sham gap: 8.767 eV
* SMILES string: Fc1nnc(S)nn1

```
! wB97M-V def2-TZVPD RIJCOSX def2/J DEFGRID3
* xyz 0 1
F -1.398 2.503 -0.725
C -0.794 1.373 -0.474
N -1.573 0.333 -0.251
N -0.964 -0.795 0.029
C 0.371 -0.796 0.044
S 1.183 -2.326 0.404
N 1.131 0.275 -0.205
N 0.526 1.408 -0.467
H 1.519 -1.975 1.646
*
```



No. 6
The following is a DFT calculation (ωB97M-V with the def2-TZVPD basis set) of a molecular structure, C2HFO2Rh at a distorted geometry.

Summary:
* ΔE to the lowest compared entry with this formula, charge and spin: 0.0 kcal per mole
* energy: -11896.018 eV
* ⟨S²⟩: 6.0205
* Kohn-Sham gap (alpha / beta): 9.030 / 7.336 eV

```
! wB97M-V def2-TZVPD RIJCOSX def2/J DEFGRID3
* xyz 1 5
O -0.542 0.915 -0.511
C -0.043 0.603 0.513
C 0.523 -0.098 1.482
H -0.105 -0.626 2.201
F 1.800 0.116 1.817
Rh -0.955 0.301 -2.332
O -0.678 -1.212 -3.170
*
```



Q: Which of these has the lowest energy?
A: C2HFN2S2